1.
C20H23N5O2S | ωB97M-V/def2-TZVPD

The geometry in ORCA input format:
```
! RIJCOSX wB97M-V def2-TZVPD def2/J DEFGRID3
* xyz 0 1
C 3.56 2.13 -1.64
C 2.47 1.39 -0.95
C 1.24 1.84 -0.58
C 0.54 0.75 0.01
C -0.81 0.73 0.53
O -1.30 -0.18 1.16
C -1.61 2.00 0.23
S -3.37 1.70 0.56
C -3.59 0.44 -0.60
N -2.69 0.12 -1.51
N -3.23 -0.86 -2.23
N -4.39 -1.14 -1.83
N -4.69 -0.35 -0.78
C -5.92 -0.43 -0.13
C -6.95 -1.11 -0.78
C -8.19 -1.22 -0.17
C -8.40 -0.65 1.08
C -7.37 0.01 1.72
C -6.13 0.13 1.13
C 1.40 -0.34 -0.03
C 1.12 -1.73 0.43
N 2.56 0.05 -0.61
C 3.71 -0.78 -0.81
C 4.45 -1.13 0.50
C 4.99 0.11 1.23
C 6.40 0.24 0.65
C 6.78 -1.23 0.47
O 5.58 -1.93 0.18
H 3.78 1.68 -2.61
H 3.23 3.15 -1.81
H 4.47 2.15 -1.05
H 0.87 2.84 -0.71
H -1.31 2.81 0.89
H -1.50 2.29 -0.81
H -6.76 -1.54 -1.75
H -8.98 -1.74 -0.67
H -9.37 -0.74 1.55
H -7.53 0.45 2.70
H -5.33 0.64 1.64
H 1.64 -2.46 -0.19
H 1.42 -1.87 1.46
H 0.05 -1.91 0.37
H 4.40 -0.26 -1.48
H 3.42 -1.72 -1.29
H 3.79 -1.71 1.14
H 5.04 -0.08 2.30
H 4.37 0.99 1.06
H 6.38 0.75 -0.31
H 7.08 0.76 1.32
H 7.22 -1.64 1.39
H 7.48 -1.40 -0.36
*
```

Values from the calculation:
SMILES string: Cc1cc(C(=O)CSc2nnnn2-c2ccccc2)c(C)n1C[C@@H]1CCCO1
Energy above the lowest of the compared OMol25 structures with the same formula, charge and spin, eV: 2.406
Strongest force on any atom, eV/A: 1.9
Orbital gap, eV: 8.77

2.
C20H23N5OPdS3 | ωB97M-V/def2-TZVPD

The geometry in ORCA input format:
```
! RIJCOSX wB97M-V def2-TZVPD def2/J DEFGRID3
* xyz 0 1
Pd 0.12 1.35 -1.70
C 4.06 4.25 -0.28
S 3.78 4.30 -2.07
C 2.27 3.37 -2.07
S 2.40 1.67 -1.94
N 1.16 4.05 -2.16
N 0.06 3.24 -2.10
C -1.10 3.78 -2.20
C -2.25 2.90 -2.12
C -3.56 3.34 -2.19
C -4.58 2.42 -2.09
C -4.28 1.08 -1.90
C -2.95 0.71 -1.83
N -1.96 1.60 -1.95
H 4.98 4.79 -0.11
H 4.16 3.22 0.05
H 3.24 4.74 0.24
H -1.17 4.85 -2.34
H -3.75 4.40 -2.32
H -5.61 2.75 -2.16
H -5.06 0.34 -1.82
H -2.65 -0.31 -1.67
C 1.41 1.02 4.12
C 0.02 0.53 3.74
N 0.03 -0.54 2.74
C 0.09 -1.92 3.25
C 1.49 -2.53 3.21
C 0.03 -0.27 1.41
S -0.01 1.37 0.92
N 0.04 -1.39 0.65
C 0.07 -1.53 -0.66
O 0.12 -0.68 -1.60
C 0.06 -2.96 -1.13
C 0.08 -3.23 -2.49
C 0.07 -4.55 -2.95
C 0.04 -5.60 -2.03
C 0.02 -5.33 -0.67
C 0.03 -4.01 -0.22
H 1.33 1.86 4.82
H 1.94 1.37 3.23
H 2.00 0.24 4.59
H -0.57 1.36 3.35
H -0.49 0.14 4.62
H -0.59 -2.53 2.66
H -0.28 -1.90 4.27
H 1.84 -2.57 2.18
H 1.46 -3.54 3.61
H 2.19 -1.94 3.79
H 0.11 -2.41 -3.19
H 0.09 -4.75 -4.01
H 0.04 -6.62 -2.39
H 0.00 -6.14 0.04
H 0.02 -3.79 0.84
*
```

Values from the calculation:
Energy above the lowest of the compared OMol25 structures with the same formula, charge and spin, eV: 0.000
Strongest force on any atom, eV/A: 0.6
Orbital gap, eV: 6.00

3.
C20H23N5OS | ωB97M-V/def2-TZVPD

The geometry in ORCA input format:
```
! RIJCOSX wB97M-V def2-TZVPD def2/J DEFGRID3
* xyz 0 1
C 2.80 -0.13 1.25
C 3.24 0.69 0.02
C 2.28 1.84 -0.02
N 1.00 1.61 -0.24
C 0.70 1.25 -1.45
N -0.80 1.14 -1.30
N -1.23 1.50 -0.05
C -0.05 1.55 0.69
C -0.12 1.91 2.12
N 0.98 2.29 2.63
C 0.75 2.48 4.09
C -0.26 2.49 4.85
C -1.27 2.29 3.97
C -1.51 1.90 2.70
H -2.19 1.63 2.16
H -2.47 2.37 4.60
H -0.22 2.94 5.64
H 1.81 2.93 4.42
S 1.42 0.94 -2.85
C 0.04 0.98 -4.06
H -0.58 1.57 -3.76
H 0.47 1.33 -4.90
C -0.44 -0.55 -4.20
O -0.09 -1.13 -5.10
N -1.13 -1.15 -3.19
C -1.76 -2.29 -3.35
H -2.31 -2.24 -4.22
H -1.00 -3.08 -3.40
C -2.54 -2.38 -1.95
C -1.67 -2.30 -0.81
C -2.12 -1.71 0.37
C -1.23 -1.56 1.53
C -0.17 -2.19 1.57
C 0.44 -2.83 0.49
C -0.37 -2.95 -0.64
H -0.20 -3.73 -1.43
H 1.41 -3.54 0.60
H 0.23 -1.95 2.46
H -1.75 -0.94 2.35
H -3.17 -1.06 0.39
H -2.96 -3.41 -2.16
H -3.55 -1.66 -1.81
H -1.39 -0.18 -2.46
H 2.42 2.64 1.03
H 2.70 2.60 -0.59
H 3.22 0.17 -0.95
H 4.30 1.16 0.15
H 2.96 0.45 2.07
H 3.57 -1.14 1.40
H 1.79 -0.50 1.32
*
```

Values from the calculation:
Energy above the lowest of the compared OMol25 structures with the same formula, charge and spin, eV: 15.678
Strongest force on any atom, eV/A: 14.4
Orbital gap, eV: 8.38

4.
C20H23NO2 | ωB97M-V/def2-TZVPD

The geometry in ORCA input format:
```
! RIJCOSX wB97M-V def2-TZVPD def2/J DEFGRID3
* xyz 0 1
C 2.71 -0.94 1.00
C 1.92 0.22 1.60
O 2.75 1.09 2.38
C 2.33 2.35 2.27
O 2.89 3.32 2.72
C 1.11 2.45 1.31
C -0.26 2.64 2.01
C -1.32 1.78 1.84
C -2.65 2.21 2.39
C -3.58 1.01 2.55
C -3.73 0.14 1.30
C -2.61 0.37 0.27
C -1.24 0.58 0.93
C -0.09 0.79 -0.10
C 0.05 -0.44 -0.93
C 0.69 -0.47 -2.17
C 0.92 -1.71 -2.92
C 1.70 -1.67 -4.08
C 2.08 -2.85 -4.73
C 1.68 -4.06 -4.15
C 0.90 -4.03 -3.00
N 0.51 -2.88 -2.41
C 1.24 1.11 0.57
H 3.32 -0.51 0.18
H 3.33 -1.35 1.79
H 2.00 -1.68 0.63
H 1.15 -0.18 2.25
H 1.29 3.28 0.64
H -0.42 3.56 2.61
H -2.48 2.73 3.38
H -3.14 2.91 1.71
H -4.58 1.28 2.83
H -3.13 0.38 3.34
H -3.75 -0.89 1.59
H -4.70 0.40 0.84
H -2.58 -0.53 -0.36
H -2.89 1.22 -0.33
H -0.97 -0.28 1.57
H -0.41 1.62 -0.76
H -0.33 -1.33 -0.47
H 1.03 0.47 -2.61
H 1.98 -0.68 -4.45
H 2.71 -2.77 -5.61
H 1.95 -4.97 -4.65
H 0.59 -4.98 -2.54
H 2.02 1.29 -0.23
*
```

Values from the calculation:
SMILES string: C[C@H]1OC(=O)[C@@H]2C=C3CCCC[C@H]3[C@H](/C=C/c3ccccn3)[C@H]12
Energy above the lowest of the compared OMol25 structures with the same formula, charge and spin, eV: 1.648
Strongest force on any atom, eV/A: 3.8
Orbital gap, eV: 8.86

5.
C20H24AsN2RhS4Te | ωB97M-V/def2-TZVPD

The geometry in ORCA input format:
```
! RIJCOSX wB97M-V def2-TZVPD def2/J DEFGRID3
* xyz -2 5
Rh 0.86 0.95 -0.88
C -2.41 1.36 1.36
C -1.37 2.09 2.16
C -1.76 3.08 3.04
C -0.83 3.82 3.75
C 0.51 3.58 3.55
C 0.94 2.58 2.69
C 2.40 2.32 2.51
C -0.01 1.80 1.99
N 0.39 0.77 1.15
C -0.02 -0.49 1.43
C -0.47 -0.87 2.81
C 0.01 -1.45 0.43
C -0.43 -2.86 0.72
N 0.44 -1.10 -0.81
C 0.10 -1.91 -1.89
C -1.26 -2.08 -2.23
C -2.34 -1.31 -1.54
C -1.60 -2.94 -3.27
C -0.63 -3.61 -3.99
C 0.70 -3.38 -3.70
C 1.08 -2.55 -2.66
C 2.53 -2.36 -2.35
H -3.28 2.00 1.18
H -2.75 0.45 1.85
H -1.99 1.08 0.39
H -2.82 3.29 3.15
H -1.16 4.58 4.45
H 1.26 4.17 4.06
H 2.99 3.12 2.95
H 2.63 2.25 1.44
H 2.68 1.37 2.97
H -0.49 0.00 3.46
H 0.20 -1.62 3.24
H -1.48 -1.30 2.79
H 0.13 -3.28 1.56
H -0.27 -3.50 -0.15
H -1.49 -2.90 0.98
H -1.94 -0.35 -1.21
H -2.73 -1.84 -0.66
H -3.18 -1.12 -2.21
H -2.65 -3.06 -3.52
H -0.92 -4.28 -4.79
H 1.47 -3.87 -4.28
H 3.15 -2.74 -3.16
H 2.80 -2.87 -1.42
H 2.74 -1.30 -2.20
S 3.47 3.30 -2.99
As 1.34 3.13 -2.92
S 0.72 1.05 -3.22
S 0.62 3.29 -0.87
S 0.54 4.51 -4.27
Te 3.57 0.99 -0.86
*
```

Values from the calculation:
Expectation value of S²: 6.03
Energy above the lowest of the compared OMol25 structures with the same formula, charge and spin, eV: 0.000
Strongest force on any atom, eV/A: 0.9
Orbital gap (alpha / beta), eV: 5.01 / 5.43